Entry 1:
{"formula": "C22H21F3N3O3S", "method": "wB97M-V/def2-TZVPD", "total_charge": -1, "mol_weight_g_mol": 464.5, "homo_energy_ev": -3.129, "lumo_ev": 1.81, "max_force_ha_per_bohr": 0.0603, "total_energy_ha": -1938.8245, "species": ["C", "N", "C", "C", "C", "C", "C", "C", "C", "C", "O", "N", "C", "C", "O", "N", "C", "C", "O", "C", "C", "H", "H", "H", "H", "H", "H", "H", "H", "H", "H", "H", "H", "H", "H", "H", "H", "H", "F", "C", "F", "F", "C", "C", "C", "C", "C", "S", "C", "H", "H", "H", "H"], "positions_angstrom": [[-5.0108, 0.4928, 0.5242], [-4.0181, 0.9063, 1.5239], [-4.3098, 2.1766, 2.2053], [-2.6721, 0.4285, 1.4341], [-1.8050, 0.9331, 0.4538], [-0.5041, 0.5203, 0.3962], [-0.0056, -0.4300, 1.3022], [1.3975, -0.8272, 1.3074], [2.4736, -0.0014, 1.3919], [3.8018, -0.6085, 1.3408], [3.9363, -1.8190, 1.2740], [4.9090, 0.2432, 1.3453], [6.2183, -0.3459, 1.3140], [4.8055, 1.6371, 1.3317], [5.7918, 2.3358, 1.1921], [3.5375, 2.2020, 1.4868], [3.4227, 3.6358, 1.4987], [2.3652, 1.4472, 1.5900], [1.3088, 2.0083, 1.8213], [-0.8835, -0.9645, 2.2546], [-2.1788, -0.5339, 2.3316], [-4.6376, -0.3506, -0.0555], [-5.9333, 0.1948, 1.0182], [-5.2206, 1.3134, -0.1577], [-3.4464, 2.5069, 2.7818], [-4.5488, 2.9459, 1.4743], [-5.1542, 2.0532, 2.8807], [-2.1744, 1.6783, -0.2302], [0.1661, 0.9546, -0.3256], [1.6161, -1.8844, 1.2877], [6.9758, 0.4347, 1.3141], [6.3542, -0.9780, 2.1880], [6.3136, -0.9484, 0.4154], [2.3751, 3.9191, 1.4209], [3.8341, 4.0426, 2.4190], [3.9714, 4.0364, 0.6509], [-0.4966, -1.6762, 2.9645], [-2.8278, -0.9195, 3.0981], [-2.7530, -0.3658, -5.4343], [-3.1210, -1.3320, -4.5710], [-3.9673, -0.8319, -3.6505], [-3.7014, -2.3516, -5.2329], [-1.8905, -1.8489, -3.8546], [-1.8627, -3.1464, -3.3743], [-0.7516, -3.6093, -2.6945], [0.3264, -2.7843, -2.4809], [0.3074, -1.4672, -2.9509], [1.5898, -0.4460, -2.6983], [-0.8180, -1.0142, -3.6457], [-2.7155, -3.7832, -3.5496], [-0.7363, -4.6231, -2.3349], [1.1946, -3.1455, -1.9572], [-0.8478, -0.0101, -4.0348]], "atomic_forces_ev_per_a": [[0.953, 0.231, 0.578], [-0.378, -0.299, 0.513], [0.516, -1.003, -0.553], [0.144, 0.159, -0.124], [-0.820, -0.263, 0.576], [0.885, -0.425, 0.226], [-0.863, 0.384, -0.078], [0.620, 0.755, 0.162], [-0.542, -0.104, 0.019], [0.199, -1.035, -0.299], [0.590, 0.529, 0.205], [-1.168, 0.642, 0.231], [0.599, -0.278, -0.116], [0.176, 0.267, -0.250], [-0.405, -0.045, 0.217], [0.165, -1.344, -0.071], [0.153, 0.636, -0.133], [-0.934, 0.544, -0.051], [0.567, -0.009, 0.113], [1.175, 0.021, -0.544], [-1.016, 0.771, -0.364], [0.041, 0.027, 0.070], [-0.235, -0.023, 0.024], [-0.195, 0.186, -0.327], [0.003, -0.104, -0.021], [-0.117, 0.373, -0.137], [-0.190, 0.069, 0.112], [-0.053, 0.124, -0.198], [0.126, -0.101, -0.276], [0.112, -0.166, -0.091], [-0.225, 0.003, -0.033], [-0.002, -0.146, -0.007], [0.101, -0.146, -0.011], [0.110, -0.234, 0.032], [0.080, 0.105, 0.050], [0.092, 0.098, 0.036], [-0.016, -0.248, 0.167], [-0.252, -0.065, 0.126], [-1.109, 0.003, -0.177], [2.651, -1.013, 1.252], [-0.791, 0.265, -0.734], [-0.802, 0.719, -0.302], [-0.023, 0.020, -0.082], [-0.740, -0.382, -0.201], [-0.083, 0.014, -0.006], [-0.416, -0.330, -0.074], [-0.525, -0.325, -0.060], [2.083, 1.630, 0.543], [-0.605, -0.192, -0.221], [-0.057, -0.199, 0.030], [-0.003, -0.304, 0.110], [0.221, 0.035, 0.096], [0.206, 0.172, 0.055]]}

=====

Entry 2:
{"formula": "C22H21F6I3N4OPd", "method": "wB97M-V/def2-TZVPD", "spin_multiplicity": 5, "total_charge": 2, "mol_weight_g_mol": 958.6, "homo_energy_ev": [-14.700, -14.697], "lumo_ev": [-6.12, -8.74], "max_force_ha_per_bohr": 0.0640, "total_energy_ha": -2764.6477, "species": ["Pd", "I", "C", "I", "H", "H", "C", "C", "O", "C", "F", "F", "F", "C", "F", "F", "F", "H", "H", "H", "C", "C", "C", "C", "C", "C", "N", "H", "H", "H", "H", "H", "H", "H", "H", "N", "C", "C", "C", "C", "C", "N", "C", "H", "H", "H", "H", "I", "C", "C", "C", "C", "C", "N", "H", "H", "H", "H"], "positions_angstrom": [[10.8892, 5.4318, 9.0906], [13.1401, 6.0956, 11.3460], [12.6852, 4.0321, 11.7514], [12.0722, 3.0770, 9.9912], [11.8197, 4.0716, 12.4392], [13.5969, 3.6537, 12.2090], [15.2147, 10.6843, 9.3436], [14.0243, 9.8679, 10.0178], [14.1702, 8.5166, 9.8791], [13.9162, 10.2294, 11.5159], [13.6835, 11.6000, 11.5426], [15.0186, 9.9824, 12.1574], [12.9458, 9.5522, 12.1402], [12.7345, 10.1298, 9.2119], [12.6383, 11.3972, 8.9519], [12.9563, 9.4802, 8.0292], [11.5343, 9.6971, 9.7005], [16.0238, 10.7452, 10.0205], [14.8930, 11.7064, 9.1576], [15.5480, 10.1841, 8.3944], [13.9286, 4.4384, 7.1221], [13.0745, 5.6859, 6.7839], [13.2132, 6.4828, 5.6165], [12.2117, 7.3847, 5.6137], [11.4100, 7.1660, 6.7741], [10.1121, 7.8570, 7.2312], [12.0171, 6.2041, 7.4583], [13.4080, 3.5225, 6.9656], [14.2307, 4.4016, 8.1296], [14.7626, 4.4666, 6.4403], [13.9551, 6.2637, 4.9156], [12.0193, 8.1406, 4.8720], [10.3768, 8.8891, 7.4763], [9.7442, 7.4510, 8.1516], [9.2271, 7.8603, 6.6238], [11.0556, 2.1636, 3.6148], [10.4418, 2.9021, 4.2910], [9.6416, 3.6267, 5.2679], [8.3526, 4.1264, 4.9976], [7.6775, 4.6694, 6.0470], [8.3544, 4.7359, 7.2701], [9.6202, 4.4235, 7.4870], [10.2610, 3.8406, 6.4693], [7.9587, 4.1410, 3.9820], [6.6777, 5.1701, 5.9914], [7.8086, 5.2286, 8.0814], [11.2463, 3.4170, 6.6729], [7.9739, 3.0625, 10.8780], [8.4481, 4.9945, 11.3349], [7.6641, 5.4856, 12.3858], [7.9140, 6.7545, 12.9057], [8.9206, 7.5039, 12.3621], [9.6641, 6.9650, 11.3171], [9.4794, 5.7340, 10.8929], [6.9208, 4.8501, 12.9251], [7.3625, 7.0770, 13.7336], [9.1505, 8.4668, 12.7526], [10.3879, 7.5724, 10.8293]], "atomic_forces_ev_per_a": [[-0.281, -0.193, 0.424], [-0.043, -0.284, -0.353], [-0.482, 1.277, 0.968], [-0.072, -0.272, -0.158], [0.660, -0.366, -0.380], [-0.291, -0.481, -0.258], [-0.821, -0.929, -1.133], [0.026, -0.717, 0.431], [0.815, -0.051, 0.420], [-0.512, 1.865, -0.976], [-0.161, -1.635, 0.553], [0.981, -0.125, 0.404], [-0.337, 0.367, -0.192], [0.339, -0.242, -1.186], [-0.839, 1.139, -0.200], [-0.870, 0.296, 0.243], [1.169, -0.008, -0.041], [0.861, -0.256, 0.771], [-0.196, -0.162, -0.104], [-0.491, 0.487, 0.975], [-1.138, 2.216, -1.141], [0.320, -0.552, 0.229], [-0.159, -0.409, 0.326], [-0.286, 1.032, -1.221], [-0.783, 0.461, -0.229], [1.865, 0.064, 0.226], [-0.821, -1.972, 2.502], [-0.678, -0.705, -0.428], [0.585, 0.333, 1.266], [0.418, -0.123, -0.010], [0.934, 0.179, -1.150], [-0.010, 0.045, -0.112], [-0.114, 0.065, -0.205], [0.017, -0.528, 0.955], [0.089, -0.124, -1.090], [-1.466, 2.131, 1.664], [0.893, -1.956, -1.459], [0.519, -0.241, -1.374], [0.557, -0.150, -0.779], [-0.626, 0.766, 0.869], [-1.199, 1.413, 0.627], [-0.001, 0.047, 0.102], [0.150, -0.713, 0.758], [0.057, -0.298, 0.264], [1.009, -0.854, -0.126], [0.355, -0.287, 0.009], [-0.195, 0.405, -0.236], [0.348, -0.738, -0.813], [-0.169, 1.101, 1.975], [-0.371, -0.177, 0.742], [0.418, -1.333, -0.926], [0.389, -0.016, -0.593], [-1.025, 0.887, 1.404], [-0.075, -1.691, -2.165], [0.593, 0.563, -0.954], [-0.751, 0.577, 1.060], [0.157, 0.643, 0.048], [0.738, 0.230, -0.222]]}

=====

Entry 3:
{"formula": "C22H21F6N9O2PV", "method": "wB97M-V/def2-TZVPD", "spin_multiplicity": 3, "mol_weight_g_mol": 639.4, "homo_energy_ev": [-6.343, -6.842], "lumo_ev": [-0.46, -0.70], "max_force_ha_per_bohr": 0.0160, "total_energy_ha": -3379.0039, "species": ["V", "C", "C", "C", "C", "N", "C", "C", "C", "C", "C", "C", "N", "C", "C", "C", "C", "C", "N", "H", "H", "H", "H", "H", "H", "H", "H", "H", "H", "H", "N", "N", "C", "N", "N", "N", "O", "O", "H", "H", "H", "H", "H", "F", "P", "F", "F", "F", "F", "F", "N", "C", "C", "C", "C", "C", "C", "H", "H", "H", "H", "H"], "positions_angstrom": [[0.2127, 0.0033, 0.7675], [-3.8462, -0.8028, 2.2489], [-4.4349, -1.4307, 1.1647], [-3.6385, -1.8116, 0.0991], [-2.2808, -1.5463, 0.1540], [-1.7077, -0.9324, 1.2043], [-2.4843, -0.5663, 2.2221], [-1.3264, -1.9390, -0.9080], [-1.6317, -2.6838, -2.0332], [-0.5871, -3.0846, -2.8570], [0.7231, -2.8123, -2.5030], [0.9498, -2.0606, -1.3600], [-0.0654, -1.5737, -0.6465], [2.2779, -1.8239, -0.7500], [3.4696, -2.1310, -1.3877], [4.6557, -1.9428, -0.7038], [4.6114, -1.4586, 0.5942], [3.3795, -1.1574, 1.1451], [2.2284, -1.3297, 0.4978], [-4.4291, -0.4758, 3.0978], [-5.5006, -1.6133, 1.1418], [-4.0740, -2.2874, -0.7671], [-1.9943, -0.0480, 3.0347], [-2.6499, -2.9590, -2.2633], [-0.7985, -3.6499, -3.7548], [1.5479, -3.1710, -3.0993], [3.4721, -2.4590, -2.4152], [5.6018, -2.1543, -1.1828], [5.5131, -1.3044, 1.1701], [3.3028, -0.7636, 2.1523], [1.8075, 1.4796, 0.2695], [2.1228, 2.2453, 1.4021], [1.7686, 1.8481, 2.6317], [2.1043, 2.6393, 3.6492], [1.0999, 0.6818, 2.7056], [0.8334, 0.1015, 3.9189], [0.2471, -0.9545, 3.8490], [1.1710, 0.6247, 4.9791], [2.6604, 1.2418, -0.2375], [1.2049, 2.0251, -0.3476], [2.4414, 3.1919, 1.2637], [2.6977, 3.4349, 3.4962], [1.8998, 2.3064, 4.5795], [1.4020, 0.4820, -2.2737], [2.6291, 1.1539, -3.1310], [3.8566, 1.8020, -3.9183], [1.6347, 1.4148, -4.3494], [2.2605, 2.5857, -2.4633], [2.9976, -0.3206, -3.6953], [3.6291, 0.8647, -1.8370], [-0.8048, 1.3625, 0.3369], [-2.0920, 1.6452, -0.0111], [-2.5966, 1.2989, -1.2837], [-3.9087, 1.5612, -1.6329], [-4.7774, 2.1806, -0.7397], [-4.2897, 2.5591, 0.5056], [-2.9772, 2.3057, 0.8644], [-1.9116, 0.8503, -1.9954], [-4.2584, 1.2862, -2.6217], [-5.8015, 2.3895, -1.0193], [-4.9422, 3.0655, 1.2080], [-2.6048, 2.6165, 1.8347]], "atomic_forces_ev_per_a": [[0.290, -0.532, 0.554], [-0.004, 0.002, -0.002], [0.000, -0.008, -0.006], [-0.024, 0.060, 0.074], [0.103, 0.094, -0.036], [-0.065, -0.245, 0.144], [-0.023, -0.025, -0.035], [0.114, 0.085, 0.067], [0.115, -0.054, -0.053], [-0.055, -0.011, 0.005], [-0.028, 0.041, 0.020], [-0.084, -0.032, 0.018], [-0.075, 0.077, -0.089], [-0.063, 0.027, 0.051], [0.059, 0.000, 0.040], [-0.042, 0.010, -0.004], [0.009, -0.011, 0.008], [-0.016, -0.017, 0.063], [-0.003, 0.036, -0.160], [-0.008, -0.004, -0.003], [-0.002, 0.009, 0.005], [0.019, 0.003, -0.015], [0.011, -0.034, 0.007], [-0.008, 0.004, 0.007], [0.013, 0.000, -0.002], [-0.013, -0.017, -0.015], [0.002, -0.017, 0.003], [-0.001, -0.003, -0.004], [0.000, 0.002, -0.003], [0.002, 0.011, -0.009], [0.145, 0.106, -0.074], [0.028, -0.064, 0.027], [-0.062, -0.019, 0.003], [-0.029, -0.074, 0.047], [0.020, 0.059, -0.308], [-0.015, 0.084, 0.033], [-0.014, -0.036, -0.020], [0.035, 0.052, -0.088], [0.003, 0.024, 0.015], [-0.090, -0.037, 0.027], [0.024, -0.002, 0.000], [-0.012, 0.005, 0.013], [0.011, 0.015, 0.020], [0.043, 0.037, 0.076], [0.051, -0.035, -0.019], [0.009, -0.025, 0.007], [0.002, 0.019, -0.016], [-0.007, 0.016, -0.010], [0.002, 0.042, -0.026], [-0.055, -0.017, 0.006], [-0.343, 0.302, -0.449], [-0.022, 0.129, 0.063], [0.101, -0.006, -0.018], [-0.035, 0.011, 0.011], [0.024, -0.011, -0.009], [-0.023, 0.014, -0.004], [0.003, -0.018, 0.069], [-0.013, -0.017, -0.005], [0.004, 0.000, -0.001], [-0.003, 0.000, 0.001], [-0.003, 0.000, 0.000], [0.000, -0.002, -0.001]]}

=====

Entry 4:
{"formula": "C22H21F9N2O2S", "method": "wB97M-V/def2-TZVPD", "total_charge": 2, "mol_weight_g_mol": 548.5, "homo_energy_ev": -13.669, "lumo_ev": -7.73, "max_force_ha_per_bohr": 0.1681, "total_energy_ha": -2406.8943, "species": ["O", "C", "C", "C", "C", "O", "C", "C", "C", "C", "F", "F", "C", "F", "F", "S", "F", "F", "F", "F", "F", "C", "H", "H", "H", "H", "H", "H", "H", "C", "N", "C", "C", "C", "C", "C", "C", "C", "C", "N", "C", "C", "C", "H", "H", "H", "H", "H", "H", "H", "H", "H", "H", "H", "H", "H", "H"], "positions_angstrom": [[2.9587, -5.7363, 4.0965], [2.8927, -4.6821, 3.2772], [3.0822, -3.0978, 3.7653], [2.2067, -2.0460, 3.1081], [1.1746, -2.6183, 1.9229], [-0.0490, -2.0673, 1.8048], [1.7691, -3.8370, 0.9922], [1.5162, -3.9638, -0.6570], [2.9573, -3.6390, -1.3532], [2.8980, -3.0275, -2.8720], [2.4327, -4.0395, -3.8949], [1.7649, -2.0218, -2.8494], [4.1977, -2.1599, -3.3406], [4.2735, -0.9773, -2.4026], [3.9504, -1.5562, -4.6940], [5.8497, -2.9895, -3.3058], [6.5820, -1.4042, -3.3726], [5.8583, -2.9342, -5.0519], [5.2432, -4.5821, -3.3218], [6.0245, -2.9209, -1.6045], [7.4308, -3.6458, -3.3887], [2.6211, -4.8723, 1.6438], [3.8615, -2.7743, 4.5870], [2.2675, -0.9181, 3.4312], [1.0964, -5.0552, -0.8930], [0.6515, -3.2131, -0.8900], [3.6401, -2.9674, -0.6399], [3.5384, -4.6800, -1.4194], [3.0672, -5.7389, 0.9965], [-0.8449, 1.6274, 4.5053], [-1.5618, 2.1302, 3.3161], [-2.0530, 1.2457, 2.4192], [-2.7721, 1.6876, 1.3056], [-2.9992, 3.0531, 1.1078], [-2.4534, 3.9371, 2.0470], [-1.7373, 3.4568, 3.1424], [-3.8005, 3.5583, -0.0217], [-4.9448, 4.3325, 0.2056], [-5.6744, 4.8522, -0.8624], [-5.2859, 4.6202, -2.1345], [-4.2005, 3.8562, -2.3948], [-3.4461, 3.3135, -1.3520], [-6.0352, 5.2153, -3.2582], [-0.0087, 1.0133, 4.1615], [-1.5540, 1.0368, 5.0921], [-0.4744, 2.4653, 5.1001], [-1.8761, 0.1896, 2.6078], [-3.1701, 0.9474, 0.6124], [-2.5779, 5.0135, 1.9364], [-1.3120, 4.1284, 3.8838], [-5.2848, 4.5398, 1.2195], [-6.5622, 5.4600, -0.7038], [-3.9393, 3.6984, -3.4381], [-2.5665, 2.7201, -1.5970], [-6.3614, 4.4049, -3.9143], [-5.3590, 5.8989, -3.7793], [-6.9022, 5.7634, -2.8808]], "atomic_forces_ev_per_a": [[-0.298, 6.965, -5.107], [0.501, -3.986, 2.329], [-2.814, 2.562, -2.273], [2.188, -4.395, 1.022], [-3.426, 2.297, 0.349], [7.156, -3.144, 0.286], [2.102, -2.726, 1.395], [-0.832, 0.325, 1.513], [1.034, -1.138, -0.120], [-3.426, -0.026, -0.035], [1.951, 3.255, 3.187], [3.211, -2.475, -0.350], [-3.131, 4.419, -0.881], [-0.328, -3.982, -2.796], [0.704, -2.116, 4.836], [5.837, 0.193, -2.228], [-1.536, -3.313, 0.253], [0.047, -0.864, 3.841], [0.874, 3.471, 0.355], [-1.017, -0.562, -3.367], [-3.498, 1.242, 0.348], [-2.391, 3.793, -0.419], [-1.836, -1.063, -1.685], [-0.346, -2.527, -0.833], [1.213, 2.474, 0.473], [1.892, -1.299, 0.136], [-1.723, -1.171, -1.870], [-1.194, 2.350, -0.037], [-0.977, 1.613, 1.738], [0.097, -0.221, 0.164], [-0.239, 0.330, -0.441], [-0.340, 0.432, -0.458], [0.220, -0.230, 0.267], [0.572, -0.343, 0.921], [0.100, 0.000, 0.274], [-0.413, 0.019, -0.636], [-0.615, 0.471, -0.771], [-0.151, 0.174, -0.139], [0.523, -0.340, 0.325], [0.184, -0.210, 0.592], [0.210, -0.132, 0.759], [-0.175, 0.095, -0.450], [-0.054, 0.085, -0.294], [-0.177, 0.041, 0.160], [0.261, 0.050, -0.042], [-0.120, -0.156, -0.193], [0.076, 0.147, -0.002], [0.138, 0.124, 0.220], [0.062, -0.256, 0.077], [-0.059, -0.241, -0.116], [0.043, -0.023, -0.274], [0.207, -0.139, -0.153], [-0.112, 0.078, 0.186], [-0.218, 0.143, -0.002], [0.029, 0.224, 0.024], [-0.233, -0.128, -0.014], [0.244, -0.169, -0.044]]}